{"formula": "C24H44ClF5OP2Pb", "method": "ωB97M-V with the def2-TZVPD basis set", "fmax_ev_per_a": 2.0, "e_lumo_ev": -1.6, "total_energy_ev": -77581.6478, "molar_mass_g_mol": 748.2, "symbols": ["Pb", "Cl", "P", "C", "C", "C", "C", "H", "C", "H", "H", "H", "H", "H", "H", "H", "C", "C", "H", "H", "H", "H", "H", "H", "C", "H", "C", "H", "H", "H", "H", "H", "H", "H", "H", "P", "C", "C", "C", "C", "H", "C", "H", "H", "H", "H", "H", "H", "H", "C", "C", "H", "H", "H", "H", "H", "H", "C", "H", "C", "H", "H", "H", "H", "H", "H", "F", "C", "C", "F", "C", "F", "C", "O", "C", "F", "C", "F"], "coordinates": [[-0.04, -0.37, 0.40], [-0.05, 0.11, -2.24], [-0.44, -2.87, -0.45], [0.61, -3.53, -1.81], [-0.17, -3.88, 1.10], [-2.19, -2.96, -1.01], [1.96, -2.81, -1.92], [0.02, -3.29, -2.72], [0.78, -5.05, -1.71], [1.41, -5.33, -0.86], [1.28, -5.40, -2.63], [-0.17, -5.58, -1.63], [1.83, -1.77, -2.22], [2.57, -3.32, -2.68], [2.52, -2.84, -0.97], [-2.16, -2.38, -1.95], [-3.21, -2.28, -0.07], [-2.56, -4.41, -1.32], [-2.03, -4.79, -2.19], [-3.64, -4.46, -1.54], [-2.37, -5.07, -0.46], [-2.78, -1.51, 0.58], [-3.73, -3.02, 0.55], [-3.97, -1.78, -0.69], [1.29, -3.72, 1.58], [-0.34, -4.93, 0.78], [-1.14, -3.51, 2.22], [2.02, -4.04, 0.83], [1.43, -4.36, 2.47], [1.50, -2.68, 1.88], [-0.99, -2.47, 2.56], [-0.94, -4.16, 3.08], [-2.18, -3.64, 1.93], [1.82, -0.61, 0.45], [-1.58, 0.69, 0.64], [0.39, 2.89, -0.41], [-0.78, 3.64, -1.64], [0.31, 3.90, 1.17], [2.08, 3.02, -1.16], [-2.13, 2.92, -1.60], [-0.30, 3.43, -2.61], [-0.93, 5.15, -1.49], [-1.48, 5.42, -0.57], [-1.51, 5.53, -2.34], [0.03, 5.68, -1.49], [-2.02, 1.88, -1.93], [-2.82, 3.42, -2.29], [-2.57, 2.92, -0.60], [1.93, 2.48, -2.11], [3.16, 2.27, -0.36], [2.46, 4.47, -1.44], [1.84, 4.91, -2.23], [3.50, 4.52, -1.77], [2.37, 5.09, -0.54], [2.75, 1.60, 0.41], [3.86, 2.97, 0.12], [3.74, 1.63, -1.04], [-1.09, 3.78, 1.78], [0.51, 4.95, 0.87], [1.37, 3.45, 2.17], [-1.87, 4.21, 1.15], [-1.11, 4.32, 2.74], [-1.34, 2.73, 1.99], [1.26, 2.38, 2.43], [1.26, 4.02, 3.10], [2.40, 3.61, 1.81], [-0.06, -0.26, 8.68], [0.04, -0.26, 7.34], [-0.27, 0.90, 6.62], [-0.67, 2.01, 7.28], [-0.18, 0.90, 5.25], [-0.49, 2.02, 4.56], [0.23, -0.26, 4.50], [0.29, -0.27, 3.23], [0.56, -1.41, 5.30], [0.99, -2.52, 4.66], [0.46, -1.41, 6.67], [0.77, -2.53, 7.38]], "mulliken_charge": [1.128, -0.589, -0.582, 0.742, 0.530, 0.710, -1.252, 0.486, -1.520, 0.277, 0.475, 0.320, 0.255, 0.462, 0.190, 0.468, -1.473, -1.585, 0.324, 0.470, 0.302, 0.259, 0.426, 0.380, -1.308, 0.619, -1.319, 0.248, 0.500, 0.096, 0.067, 0.509, 0.238, 0.102, 0.114, -0.349, 0.560, 0.688, 0.762, -1.225, 0.453, -1.591, 0.256, 0.480, 0.277, 0.175, 0.474, 0.188, 0.452, -1.376, -1.671, 0.298, 0.484, 0.301, 0.111, 0.411, 0.332, -1.417, 0.636, -1.494, 0.255, 0.478, 0.061, 0.103, 0.498, 0.278, -0.328, 0.661, -0.078, -0.320, 0.061, -0.191, -0.064, -0.376, 0.215, -0.287, 0.070, -0.320]}